Entry P
ORCA calculation (ωB97M-V with the def2-TZVPD basis set) on an isolated molecule of C6H10O3.

Computed properties:
Frontier orbital gap (spin up / spin down) = 7.58 / 7.47 eV
E_HOMO (spin up / spin down) = -7.04 / -6.91 eV
SMILES = CC1=C(O)C[C@@](C)(O)O1

XYZ file:
```
19
C6H10O3 ωB97M-V with the def2-TZVPD basis set
C -1.58 2.10 -0.27
C -0.88 0.80 -0.41
C -1.17 -0.81 0.18
O -2.23 -1.58 -0.16
C 0.13 -1.44 0.25
C 1.07 -0.27 -0.17
C 2.16 -0.10 0.82
O 1.70 -0.57 -1.35
O 0.43 0.97 -0.32
H -2.54 1.99 0.25
H -2.06 2.50 -1.24
H -0.88 2.78 0.26
H -3.14 -1.20 0.06
H 0.44 -1.90 1.21
H 0.17 -2.36 -0.27
H 2.75 0.78 0.70
H 2.92 -1.00 0.61
H 1.73 -0.08 1.91
H 0.99 -0.64 -2.04
```

Löwdin charges in e: -0.0557, -0.1658, -0.1855, -0.0025, -0.0975, -0.6494, -0.0048, 0.0318, -0.0089, 0.0679, 0.1053, 0.0973, 0.1392, 0.1291, 0.1187, 0.0629, 0.1454, 0.1323, 0.1403

---

Entry Q
ORCA calculation (ωB97M-V with the def2-TZVPD basis set) on a structure of composition C6H10O3.

Computed properties:
Frontier orbital gap = 8.16 eV
E_HOMO = -7.62 eV

XYZ file:
```
19
C6H10O3 ωB97M-V with the def2-TZVPD basis set
C -0.01 -2.38 -0.40
C 1.57 -0.38 0.18
C -0.28 -1.20 0.41
C 0.18 0.17 -0.03
C -0.31 0.61 -1.45
C -0.39 1.32 0.85
O 0.08 -3.50 0.15
O 2.20 -0.45 1.34
O -0.45 -1.35 1.76
H 0.33 -2.21 -1.42
H 2.06 -0.88 -0.59
H 0.41 0.19 -2.13
H -0.64 1.72 -1.29
H -1.19 -0.09 -1.67
H -0.66 1.05 1.88
H -1.32 1.52 0.26
H 0.30 2.12 0.86
H 1.82 0.17 1.99
H -0.32 -2.31 1.90
```

Löwdin charges in e: -0.2335, -0.0958, -0.2743, -0.4672, -0.0274, -0.0258, -0.0277, 0.0830, 0.0427, 0.1223, 0.1193, 0.0662, 0.1092, 0.1143, 0.0832, 0.0849, 0.0782, 0.1319, 0.1165

---

Least stable = entry P

---

Entry P
ORCA calculation (ωB97M-V with the def2-TZVPD basis set) on an isolated molecule of C5H11NO.

Computed properties:
Frontier orbital gap = 9.86 eV
E_HOMO = -8.75 eV
SMILES = COC1CN(C)C1

XYZ file:
```
18
C5H11NO ωB97M-V with the def2-TZVPD basis set
C 2.73 0.55 0.07
O 1.58 0.84 -0.69
C 0.66 -0.20 -0.61
C -0.07 -0.45 0.72
N -1.30 -0.66 -0.05
C -2.55 -0.24 0.52
C -0.74 0.11 -1.17
H 2.49 0.54 1.15
H 3.48 1.33 -0.11
H 3.15 -0.42 -0.20
H 1.07 -1.13 -1.02
H 0.24 -1.28 1.36
H -0.10 0.49 1.31
H -2.54 0.81 0.87
H -2.81 -0.89 1.36
H -3.34 -0.34 -0.24
H -0.93 1.19 -1.10
H -1.01 -0.25 -2.17
```

Löwdin charges in e: -0.1077, -0.1455, -0.3358, -0.1328, -0.2066, -0.1070, -0.1162, 0.0887, 0.0913, 0.0915, 0.1515, 0.1150, 0.1255, 0.0824, 0.0817, 0.0829, 0.1261, 0.1149

---

Entry Q
ORCA calculation (ωB97M-V with the def2-TZVPD basis set) on a cluster of 2 separate species, C5H11NO in total.

Computed properties:
Frontier orbital gap = 8.39 eV
E_HOMO = -7.61 eV
SMILES = C=C/C=C/NC.O

XYZ file:
```
18
C5H11NO ωB97M-V with the def2-TZVPD basis set
C 2.92 0.16 -0.69
C 1.91 0.54 0.09
C 0.72 -0.21 0.47
C -0.35 0.48 0.92
N -1.45 -0.10 1.49
C -1.43 -1.48 1.88
H 3.66 0.88 -1.03
H 3.29 -0.87 -0.76
H 1.82 1.62 0.18
H 0.58 -1.18 0.02
H -0.16 1.52 1.18
H -2.34 0.35 1.46
H -2.21 -1.70 2.61
H -1.63 -2.16 1.04
H -0.50 -1.80 2.35
O -2.00 1.26 -3.73
H -1.47 1.83 -3.16
H -1.35 0.85 -4.31
```

Löwdin charges in e: -0.0270, -0.2233, -0.1324, -0.1715, -0.0869, -0.1278, 0.0405, 0.0497, 0.0927, 0.1058, 0.1158, 0.1207, 0.0804, 0.0799, 0.0843, -0.0616, 0.0285, 0.0320

---

Least stable = entry Q

---

Entry P
ORCA calculation (ωB97M-V with the def2-TZVPD basis set) on a cluster of 2 separate species, C5H11NO in total.

Computed properties:
Frontier orbital gap = 10.31 eV
E_HOMO = -9.48 eV
SMILES = CNC(C)=O.C=C

XYZ file:
```
18
C5H11NO ωB97M-V with the def2-TZVPD basis set
C 0.03 1.79 -0.04
N -0.39 0.41 -0.30
C -1.69 0.11 -0.05
C -2.11 -1.50 -0.24
O -2.51 0.88 0.51
H -0.93 2.53 0.08
H 0.65 1.70 0.86
H 0.68 2.25 -0.94
H 0.17 -0.44 -0.39
H -1.23 -2.30 0.18
H -2.50 -1.52 -1.40
H -3.16 -1.58 0.54
C 1.95 -0.67 0.74
C 2.44 -0.23 -0.41
H 2.48 -0.80 1.78
H 0.88 -0.93 0.81
H 3.49 0.21 -0.50
H 1.74 0.08 -1.23
```

Löwdin charges in e: -0.0925, -0.0850, -0.5246, -0.0554, -0.0350, 0.1361, 0.0624, 0.1168, 0.0449, 0.1075, 0.0990, 0.1378, -0.1029, -0.0898, 0.1011, 0.0336, 0.0833, 0.0628

---

Entry Q
ORCA calculation (ωB97M-V with the def2-TZVPD basis set) on an isolated molecule of C5H11NO.

Computed properties:
Frontier orbital gap = 10.60 eV
E_HOMO = -9.73 eV
SMILES = CC[C@@H](C)NC=O

XYZ file:
```
18
C5H11NO ωB97M-V with the def2-TZVPD basis set
C -1.76 -0.71 -0.56
C -1.01 0.62 -0.55
C 0.41 0.59 0.07
C 0.42 1.22 1.46
N 0.99 -0.74 0.13
C 1.88 -1.23 -0.77
O 2.33 -0.62 -1.72
H -1.51 -1.31 -1.44
H -1.54 -1.33 0.32
H -2.85 -0.55 -0.57
H -0.95 0.99 -1.58
H -1.61 1.37 -0.01
H 1.08 1.16 -0.58
H 0.07 2.26 1.41
H -0.26 0.69 2.14
H 1.42 1.22 1.90
H 0.69 -1.36 0.88
H 2.17 -2.27 -0.53
```

Löwdin charges in e: -0.1073, -0.1990, -0.3736, -0.0621, 0.0327, -0.3583, 0.0117, 0.0736, 0.0634, 0.0703, 0.1083, 0.1002, 0.1359, 0.0804, 0.0821, 0.0795, 0.1329, 0.1294

---

Entry R
ORCA calculation (ωB97M-V with the def2-TZVPD basis set) on an isolated molecule of C5H11NO.

Computed properties:
Frontier orbital gap = 10.15 eV
E_HOMO = -9.27 eV
SMILES = CCN(C)C(C)=O

XYZ file:
```
18
C5H11NO ωB97M-V with the def2-TZVPD basis set
C -2.19 0.37 -0.21
C -0.89 -0.44 -0.48
N 0.29 0.34 0.02
C 0.55 1.73 -0.43
C 1.46 -0.29 0.29
C 1.38 -1.69 0.90
O 2.57 0.27 0.00
H -2.16 1.01 0.68
H -2.50 1.15 -0.93
H -3.02 -0.33 -0.22
H -0.68 -0.92 -1.58
H -0.86 -1.28 0.28
H 1.01 2.23 0.35
H -0.26 2.47 -0.68
H 1.13 1.62 -1.28
H 0.61 -2.37 0.47
H 2.37 -2.19 0.78
H 1.18 -1.69 2.04
```

Löwdin charges in e: -0.1011, -0.1873, -0.1307, -0.0399, -0.4764, -0.0237, -0.0100, 0.0760, 0.0700, 0.0580, 0.1682, 0.0952, 0.0657, 0.1067, 0.0619, 0.0669, 0.0854, 0.1151

---

Entry S
ORCA calculation (ωB97M-V with the def2-TZVPD basis set) on an isolated molecule of C5H11NO.

Computed properties:
Frontier orbital gap = 10.41 eV
E_HOMO = -9.50 eV
SMILES = [H]/N=C(/C)CCCO

XYZ file:
```
18
C5H11NO ωB97M-V with the def2-TZVPD basis set
H -0.05 -0.50 2.60
N 0.43 -1.02 1.87
C -0.16 -0.89 0.71
C 0.01 -1.93 -0.37
C -1.32 0.11 0.52
C -0.76 1.07 -0.49
C 0.95 1.14 -0.26
O 1.41 1.80 -1.43
H 0.84 -2.59 -0.13
H 0.20 -1.47 -1.34
H -0.91 -2.52 -0.45
H -2.20 -0.42 0.15
H -1.53 0.61 1.47
H -1.12 2.09 -0.37
H -0.88 0.72 -1.52
H 1.69 0.36 -0.05
H 1.04 1.82 0.59
H 2.36 1.62 -1.51
```

Löwdin charges in e: 0.0443, 0.1179, -0.4653, -0.0427, -0.1771, -0.1191, -0.2221, -0.1016, 0.0814, 0.0778, 0.0868, 0.1116, 0.1089, 0.1058, 0.1006, 0.1056, 0.1012, 0.0861

---

Least stable = entry P

---

Entry P
ORCA calculation (ωB97M-V with the def2-TZVPD basis set) on a cluster of 2 separate species, C2H7N3 in total.

Computed properties:
Frontier orbital gap = 9.79 eV
E_HOMO = -8.75 eV
SMILES = [H]/N=C/N.C=N

XYZ file:
```
12
C2H7N3 ωB97M-V with the def2-TZVPD basis set
H -2.74 -0.47 1.71
N -1.92 -0.59 1.13
C -1.98 0.19 0.13
N -0.95 0.64 -0.65
H -2.89 0.79 -0.01
H -0.05 0.17 -0.64
H -0.94 1.63 -0.82
C 2.82 -0.48 -0.58
N 1.91 0.09 0.08
H 2.63 -1.33 -1.24
H 3.86 -0.14 -0.48
H 2.28 0.66 0.83
```

Löwdin charges in e: 0.0187, 0.0391, -0.4097, 0.0547, 0.1033, 0.0307, 0.0774, -0.1117, 0.0156, 0.0633, 0.0635, 0.0550

---

Entry Q
ORCA calculation (ωB97M-V with the def2-TZVPD basis set) on a structure of composition C2H7N3.

Computed properties:
Frontier orbital gap = 7.96 eV
E_HOMO = -7.27 eV

XYZ file:
```
12
C2H7N3 ωB97M-V with the def2-TZVPD basis set
C 0.18 -0.28 0.72
C -0.96 1.35 -0.30
N 0.34 -1.62 0.65
N 0.77 0.57 -0.12
N 1.41 0.27 -1.20
H -0.26 0.11 1.62
H 0.88 -2.02 -0.11
H -0.02 -2.22 1.37
H 1.22 -0.71 -1.49
H -1.14 2.01 0.54
H -1.77 0.65 -0.48
H -0.66 1.89 -1.19
```

Löwdin charges in e: -0.2772, 0.0433, 0.1292, -0.2549, -0.0559, 0.1226, 0.0817, 0.0986, -0.0102, 0.0416, 0.0394, 0.0418

---

Entry R
ORCA calculation (ωB97M-V with the def2-TZVPD basis set) on an isolated molecule of C2H7N3.

Computed properties:
Frontier orbital gap = 9.58 eV
E_HOMO = -8.83 eV
SMILES = [H]/N=C(\N)NC

XYZ file:
```
12
C2H7N3 ωB97M-V with the def2-TZVPD basis set
H -2.11 -0.99 0.17
N -1.02 -0.93 0.24
C -0.45 0.08 -0.22
N -1.00 0.86 -1.25
N 0.94 0.23 -0.01
C 1.49 -0.47 1.15
H -1.96 0.96 -1.54
H -0.82 2.10 -1.15
H 1.35 0.99 -0.43
H 0.61 -0.60 1.95
H 2.34 0.21 1.85
H 2.00 -1.45 0.75
```

Löwdin charges in e: 0.0873, 0.0802, -0.6331, 0.0517, -0.0572, -0.1626, 0.0502, 0.1959, 0.0747, 0.0933, 0.1268, 0.0929

---

Least stable = entry Q